The following is a DFT calculation (ωB97M-V/def2-TZVPD) of 10 unconnected molecules or ions with the total composition C16H52O18 at a distorted geometry.

Last column: Löwdin charge in e.
Positions of all 86 atoms, in Å:
1 O 5.188 -2.927 -3.473  -0.08
2 C 4.217 -2.458 -2.528  -0.19
3 C 4.820 -2.234 -1.061  -0.16
4 O 4.090 -1.144 -0.447  -0.10
5 H 5.895 -2.242 -3.519  0.10
6 H 3.843 -1.479 -2.850  0.10
7 H 3.334 -3.084 -2.510  0.09
8 H 5.816 -1.856 -0.961  0.10
9 H 4.761 -3.151 -0.463  0.12
10 H 4.298 -1.231 0.485  0.09
11 O -0.985 0.173 -1.846  -0.04
12 C -0.196 0.511 -2.926  -0.23
13 C 1.195 -0.101 -2.844  -0.28
14 O 1.877 -0.191 -4.044  -0.05
15 H -1.720 0.721 -1.819  0.01
16 H -0.668 0.213 -3.862  0.13
17 H -0.054 1.556 -2.847  0.10
18 H 0.990 -1.074 -2.395  0.10
19 H 1.881 0.300 -2.089  0.11
20 H 1.829 0.686 -4.499  0.12
21 O -1.143 4.620 -0.184  -0.06
22 C 0.163 4.151 -0.589  -0.19
23 C 0.441 2.747 0.002  -0.20
24 O 1.727 2.144 -0.292  -0.06
25 H -1.127 5.460 0.201  0.05
26 H 0.412 4.092 -1.686  0.13
27 H 0.870 4.877 -0.265  0.10
28 H -0.301 2.000 -0.273  0.10
29 H 0.434 2.785 1.106  0.10
30 H 1.671 1.252 -0.055  0.00
31 O -1.277 3.796 4.291  -0.08
32 C -1.822 3.662 2.947  -0.22
33 C -2.336 2.252 2.743  -0.19
34 O -2.948 2.124 1.439  -0.06
35 H -1.332 4.720 4.640  0.11
36 H -2.670 4.286 2.763  0.11
37 H -1.024 3.875 2.245  0.09
38 H -3.116 2.052 3.447  0.12
39 H -1.539 1.531 2.810  0.10
40 H -3.230 2.970 1.179  0.04
41 O 0.594 -4.153 -5.125  -0.08
42 C 0.845 -3.478 -3.909  -0.23
43 C 0.580 -4.604 -2.838  -0.24
44 O 0.799 -4.004 -1.624  -0.08
45 H -0.049 -3.545 -5.566  0.10
46 H 1.884 -3.123 -3.983  0.10
47 H 0.208 -2.632 -3.717  0.10
48 H 1.158 -5.512 -3.092  0.13
49 H -0.446 -4.840 -2.836  0.10
50 H -0.077 -3.768 -1.303  0.04
51 O 1.448 -0.701 0.295  -0.08
52 C 1.166 -1.790 1.083  -0.21
53 C -0.065 -1.300 1.867  -0.19
54 O -1.085 -1.075 0.960  -0.10
55 H 2.329 -0.837 -0.063  0.05
56 H 1.051 -2.725 0.520  0.12
57 H 2.022 -1.955 1.734  0.12
58 H 0.192 -0.310 2.332  0.11
59 H -0.432 -1.899 2.681  0.13
60 H -0.626 -0.672 0.246  0.05
61 O 0.957 2.416 6.277  -0.05
62 C 2.004 2.223 5.334  -0.21
63 C 1.416 1.534 4.070  -0.26
64 O 2.398 1.515 3.098  -0.05
65 H 0.488 1.614 6.384  0.06
66 H 2.574 3.156 5.138  0.13
67 H 2.757 1.543 5.722  0.11
68 H 0.694 2.148 3.595  0.08
69 H 1.063 0.544 4.188  0.11
70 H 2.669 2.403 3.060  0.06
71 O -3.562 1.222 -1.975  -0.06
72 C -4.621 0.811 -1.181  -0.24
73 C -4.247 -0.561 -0.717  -0.29
74 O -5.118 -1.035 0.208  -0.04
75 H -3.313 2.118 -1.770  0.10
76 H -4.736 1.543 -0.347  0.13
77 H -5.567 0.807 -1.776  0.13
78 H -3.218 -0.600 -0.398  0.10
79 H -4.183 -1.256 -1.542  0.13
80 H -5.889 -1.293 -0.294  0.11
81 O -3.444 -1.750 2.282  -0.05
82 H -4.151 -1.548 1.648  0.00
83 H -2.709 -1.542 1.714  -0.04
84 O -1.817 -3.221 -0.434  -0.04
85 H -1.679 -2.535 0.227  -0.01
86 H -2.554 -3.752 -0.117  0.06

Results
structure (SMILES) = OCCO.OCCO.OCCO.OCCO.OCCO.OCCO.OCCO.OCCO.O.O
E_tot = -54283.818 eV
spin multiplicity = 1